Record 1
The following is a quantum chemistry calculation of 7 unconnected molecules or ions with the total composition C5H24O8 in a non-equilibrium geometry, from the OMol25 dataset.

```
37
Properties=species:S:1:pos:R:3
C 2.46 -0.80 1.42
O 1.08 -1.09 1.40
C 0.81 -2.25 0.67
C -0.68 -2.40 0.47
O -1.13 -1.40 -0.43
C -2.33 -1.69 -1.10
H 3.05 -1.71 1.58
H 2.70 -0.07 2.19
H 2.80 -0.35 0.48
H 1.23 -3.12 1.20
H 1.27 -2.35 -0.32
H -1.27 -2.32 1.40
H -0.85 -3.38 0.00
H -2.17 -2.40 -1.93
H -2.64 -0.78 -1.60
H -3.09 -2.12 -0.44
C -0.08 0.32 -2.98
O -0.63 -0.76 -3.75
H 0.96 0.12 -2.74
H -0.10 1.22 -3.58
H -0.70 0.47 -2.10
H -0.80 -1.44 -3.09
O -0.17 1.29 -0.11
H 0.17 1.39 -1.01
H -0.53 0.39 -0.07
O -2.11 2.05 1.99
H -2.04 2.94 2.37
H -1.39 1.99 1.34
O 0.72 2.93 -1.56
H 1.65 2.83 -1.30
H 0.69 3.75 -2.07
O -0.44 0.13 3.38
H -1.25 0.28 2.89
H 0.21 -0.04 2.68
O 1.91 2.72 1.57
H 1.22 2.16 1.19
H 1.44 3.47 1.96
```

max |F|: 1.39 eV/Å
LUMO energy: 0.013 hartree
highest occupied orbital energy: -10.1 eV
SMILES: COCCOC.CO.O.O.O.O.O
relative energy (zero: lowest compared OMol25 entry of this formula, charge and spin): 1.902 eV

Record 2
The following is a quantum chemistry calculation of 7 unconnected molecules or ions with the total composition C5H25NO7S in a non-equilibrium geometry, from the OMol25 dataset.

```
39
Properties=species:S:1:pos:R:3
O -0.17 -1.92 1.38
C 1.02 -1.73 2.15
C 1.30 -0.26 2.33
C 2.16 0.44 1.29
N 1.30 1.15 0.33
C 1.93 2.33 -0.32
C 0.85 3.15 -1.01
S -0.08 4.23 0.13
H -0.71 -1.11 1.41
H 1.82 -2.21 1.58
H 0.94 -2.25 3.10
H 1.71 -0.04 3.33
H 0.36 0.27 2.46
H 2.86 1.12 1.80
H 2.93 -0.17 0.80
H 1.16 0.48 -0.43
H 2.29 2.89 0.53
H 2.72 2.06 -1.02
H 0.11 2.58 -1.54
H 1.28 3.88 -1.68
H -0.59 3.32 0.97
O -3.97 1.67 -0.09
H -4.38 0.94 0.40
H -3.84 1.32 -0.97
O 1.70 -3.06 -1.51
H 0.88 -3.12 -1.02
H 2.31 -3.57 -0.96
O -2.68 -2.45 -2.79
H -3.04 -1.94 -2.04
H -1.95 -2.94 -2.38
O -3.45 -1.49 -0.07
H -2.56 -1.55 0.29
H -4.02 -1.82 0.63
O -1.54 0.61 0.62
H -2.17 1.31 0.40
H -0.68 1.05 0.74
O 1.55 -0.72 -3.09
H 2.03 -1.53 -2.88
H 0.64 -0.93 -2.85
```

max |F|: 1.56 eV/Å
LUMO energy: 0.008 hartree
highest occupied orbital energy: -9.1 eV
SMILES: OCCCNCCS.O.O.O.O.O.O
relative energy (zero: lowest compared OMol25 entry of this formula, charge and spin): 1.510 eV

Record 3
The following is a quantum chemistry calculation of a molecular structure, C5H26N3O6 in a non-equilibrium geometry, from the OMol25 dataset.

```
40
Properties=species:S:1:pos:R:3
C -1.00 2.19 1.30
C 0.39 1.58 1.40
C 0.40 0.42 2.39
C 1.73 -0.37 2.32
N 2.19 -0.76 1.02
C 2.96 0.21 0.39
N 2.85 0.37 -0.87
N -1.74 1.43 0.21
H -1.08 3.29 1.17
H -1.56 2.09 2.27
H 1.04 2.47 1.59
H 0.72 1.19 0.44
H -0.37 -0.34 2.15
H 0.27 0.73 3.45
H 2.49 0.06 3.00
H 1.50 -1.37 2.78
H 1.51 -1.28 0.51
H 3.65 0.75 1.05
H 3.45 0.97 -1.43
H -2.23 2.10 -0.39
H -1.14 0.92 -0.44
H -2.47 0.77 0.50
H -2.51 -2.75 1.52
H -3.21 -1.55 0.87
O -3.26 -2.17 1.61
H 1.47 -3.52 -0.18
H 2.08 -3.20 -1.52
O 1.67 -2.77 -0.76
H -1.95 -1.94 -2.56
H -0.88 -0.90 -2.75
O -1.84 -0.98 -2.56
H 1.48 -0.15 -3.49
H 1.55 -0.31 -1.98
O 0.92 -0.39 -2.75
H -3.85 -0.96 -0.90
H -2.51 -0.69 -1.80
O -2.97 -0.56 -0.85
H -0.36 2.31 -2.67
H 0.63 1.24 -2.18
O -0.05 1.88 -1.87
```

max |F|: 8.00 eV/Å
LUMO energy: -0.095 hartree
highest occupied orbital energy: -12.3 eV
total charge: +1
relative energy (zero: lowest compared OMol25 entry of this formula, charge and spin): 2.958 eV

Record 4
The following is a quantum chemistry calculation of 8 unconnected molecules or ions with the total composition C5H26O8 in a non-equilibrium geometry, from the OMol25 dataset.

```
39
Properties=species:S:1:pos:R:3
C -1.70 0.46 -1.94
C -0.41 -0.05 -1.29
O 0.12 1.00 -0.51
H -2.38 0.81 -1.16
H -2.10 -0.31 -2.59
H -1.45 1.38 -2.47
H 0.33 -0.42 -2.01
H -0.55 -0.96 -0.70
H 0.94 0.66 -0.11
C -0.83 -1.49 1.97
C -1.53 -2.10 3.15
O -2.38 -3.07 2.63
H -1.59 -1.07 1.30
H -0.15 -2.19 1.50
H -0.23 -0.68 2.40
H -2.19 -1.32 3.55
H -0.81 -2.39 3.91
H -3.10 -3.18 3.26
C 3.69 3.20 0.07
O 4.40 3.25 -1.16
H 2.64 2.88 0.07
H 4.23 2.56 0.76
H 3.60 4.21 0.47
H 4.49 4.17 -1.40
O -1.29 2.59 1.19
H -0.86 1.90 0.66
H -2.07 2.17 1.54
O -2.63 -3.40 -2.69
H -2.83 -3.01 -1.83
H -1.68 -3.31 -2.77
O 2.84 1.47 2.92
H 2.11 2.07 2.75
H 2.80 0.83 2.21
O 2.46 0.08 0.46
H 2.48 -0.88 0.57
H 3.04 0.25 -0.29
O -2.71 -1.72 -4.81
H -2.69 -2.42 -4.14
H -2.02 -1.95 -5.43
```

max |F|: 1.73 eV/Å
LUMO energy: -0.004 hartree
highest occupied orbital energy: -10.5 eV
SMILES: CCO.CCO.CO.O.O.O.O.O
relative energy (zero: lowest compared OMol25 entry of this formula, charge and spin): 2.822 eV

Record 5
The following is a quantum chemistry calculation of 8 unconnected molecules or ions with the total composition C5H26O8 in a non-equilibrium geometry, from the OMol25 dataset.

```
39
Properties=species:S:1:pos:R:3
C -13.50 21.37 3.88
O -12.98 20.07 3.71
H -14.56 21.39 4.15
H -12.98 21.86 4.70
H -13.21 21.89 2.97
H -12.03 20.14 3.75
C -11.15 13.29 2.61
O -12.46 13.95 2.64
H -10.36 13.76 2.01
H -10.74 13.50 3.60
H -11.23 12.20 2.53
H -12.43 14.88 2.89
C -18.58 12.72 -6.48
O -18.86 14.07 -6.83
H -19.49 12.13 -6.47
H -17.96 12.22 -7.23
H -18.18 12.77 -5.47
H -19.49 14.52 -6.27
C -12.96 9.84 -3.06
O -12.36 9.55 -4.33
H -13.75 10.58 -3.08
H -13.33 8.86 -2.75
H -12.14 10.19 -2.43
H -12.74 8.75 -4.71
C -16.81 16.62 -1.23
O -17.34 17.87 -0.82
H -16.82 16.57 -2.32
H -15.78 16.44 -0.92
H -17.35 15.68 -1.16
H -17.07 17.84 0.10
O -16.20 23.61 -1.07
H -15.31 23.80 -1.35
H -16.34 22.69 -1.30
O -16.32 18.27 -8.34
H -15.61 17.96 -8.92
H -16.50 17.52 -7.77
O -21.67 17.37 -3.91
H -22.02 17.22 -3.03
H -20.96 18.00 -3.77
```

max |F|: 2.89 eV/Å
LUMO energy: 0.010 hartree
highest occupied orbital energy: -10.3 eV
SMILES: CO.CO.CO.CO.CO.O.O.O
relative energy (zero: lowest compared OMol25 entry of this formula, charge and spin): 5.712 eV

Record 6
The following is a quantum chemistry calculation of 7 unconnected molecules or ions with the total composition C5H27N3O6 in a non-equilibrium geometry, from the OMol25 dataset.

```
41
Properties=species:S:1:pos:R:3
C -0.53 1.27 -0.50
C 0.10 -0.18 -0.78
C -0.95 -1.43 -0.64
C -1.60 -1.93 0.69
N -0.70 -1.44 1.78
C 0.04 -2.44 2.35
N 0.67 -2.43 3.51
N 0.26 2.33 -1.32
H -0.43 1.56 0.57
H -1.52 1.19 -0.70
H 0.37 -0.29 -1.91
H 1.07 -0.48 -0.23
H -1.66 -1.15 -1.40
H -0.50 -2.37 -1.17
H -2.65 -1.55 0.74
H -1.69 -3.12 0.57
H -1.09 -0.59 2.38
H 0.27 -3.27 1.59
H 1.52 -3.10 3.74
H 0.58 -1.53 4.22
H 0.66 2.00 -2.20
H 1.12 2.60 -0.83
H -0.26 3.15 -1.45
H -1.43 1.23 -3.78
H -2.68 0.55 -3.48
O -1.82 0.73 -3.01
H 0.32 0.42 -3.94
H 0.55 1.68 -4.79
O 0.30 1.33 -3.96
H -2.40 2.82 0.44
H -2.54 4.10 -0.36
O -1.99 3.34 -0.19
H 2.85 1.59 -3.31
H 3.32 2.39 -2.04
O 2.50 1.77 -2.27
H 0.53 1.03 3.39
H -0.13 0.85 4.87
O 0.14 0.44 4.02
H 3.13 -3.82 1.23
H 3.43 -2.41 1.79
O 2.78 -3.15 1.86
```

max |F|: 6.71 eV/Å
LUMO energy: -0.197 hartree
highest occupied orbital energy: -16.4 eV
total charge: +2
relative energy (zero: lowest compared OMol25 entry of this formula, charge and spin): 4.389 eV

Record 7
The following is a quantum chemistry calculation of 8 unconnected molecules or ions with the total composition C5H27NO7 in a non-equilibrium geometry, from the OMol25 dataset.

```
40
Properties=species:S:1:pos:R:3
C 0.48 0.78 -1.34
N -0.22 -0.34 -0.81
C -2.06 -1.60 1.48
C -0.65 -1.99 1.02
C 0.08 -0.63 0.66
C 1.46 -0.91 0.98
H 0.36 0.98 -2.43
H 1.54 0.66 -1.36
H 0.22 1.58 -0.72
H -0.02 -1.21 -1.41
H -2.30 -2.22 2.35
H -2.76 -1.63 0.72
H -2.15 -0.58 1.88
H -0.20 -2.51 1.84
H -0.80 -2.61 0.13
H -0.29 0.18 1.30
H 2.05 -0.15 1.48
H 1.53 -1.80 1.60
H 2.13 -1.10 0.27
H 1.64 4.52 0.37
H 1.57 3.03 0.29
O 2.23 3.76 0.33
H -3.38 1.83 0.51
H -2.60 2.09 -0.74
O -2.67 2.37 0.21
H 1.92 -2.45 -3.50
H 1.12 -3.57 -3.03
O 1.01 -2.85 -3.64
H 1.87 -4.53 -0.99
H 1.56 -2.95 -0.45
O 1.78 -3.67 -1.23
H -1.88 0.67 -1.89
H -2.37 0.84 -3.38
O -2.50 1.21 -2.46
H 0.98 2.02 1.97
H 2.51 2.26 2.50
O 1.63 1.79 2.69
H -1.16 2.70 0.90
H -1.16 3.11 2.29
O -0.49 2.91 1.60
```

max |F|: 7.89 eV/Å
LUMO energy (spin up / spin down): -0.114 / -0.315 hartree
highest occupied orbital energy (spin up / spin down): -13.7 / -13.7 eV
total charge: +1
spin multiplicity: 2
relative energy (zero: lowest compared OMol25 entry of this formula, charge and spin): 4.059 eV

Record 8
The following is a quantum chemistry calculation of 9 unconnected molecules or ions with the total composition C5H27NO8 in a non-equilibrium geometry, from the OMol25 dataset.

```
41
Properties=species:S:1:pos:R:3
C -0.90 1.55 -1.86
N -0.27 0.68 -1.24
C -0.61 0.24 0.11
C -1.63 -0.92 0.14
C -1.99 -1.31 1.56
C -2.79 -0.25 2.38
H -0.76 1.66 -2.95
H -1.60 2.32 -1.54
H 0.34 0.10 0.64
H -1.05 1.05 0.69
H -1.16 -1.82 -0.32
H -2.48 -0.68 -0.47
H -1.03 -1.37 2.09
H -2.52 -2.24 1.60
H -3.76 -0.53 2.80
H -2.20 0.15 3.20
H -3.05 0.49 1.60
O 2.52 -2.06 0.09
H 2.05 -2.56 -0.59
H 2.01 -2.25 0.89
O 1.83 3.13 -0.47
H 1.96 2.44 -1.14
H 1.93 3.92 -1.01
O 2.51 -2.16 2.71
H 3.46 -2.05 2.74
H 2.20 -1.41 3.24
O 0.74 -2.53 -2.95
H 0.42 -2.89 -3.79
H -0.02 -2.45 -2.36
O 2.53 0.64 -1.01
H 3.07 0.37 -0.26
H 2.24 -0.22 -1.36
O 2.72 0.98 2.81
H 2.43 1.38 1.99
H 3.58 0.55 2.83
O -2.18 -1.49 -3.79
H -1.21 -1.37 -3.82
H -2.25 -1.33 -2.84
O -1.48 4.36 -0.24
H -1.81 4.25 0.67
H -1.77 3.62 -0.77
```

max |F|: 1.86 eV/Å
LUMO energy: 0.011 hartree
highest occupied orbital energy: -9.6 eV
SMILES: C=NCCCC.O.O.O.O.O.O.O.O
relative energy (zero: lowest compared OMol25 entry of this formula, charge and spin): 2.567 eV

Record 9
The following is a quantum chemistry calculation of 8 unconnected molecules or ions with the total composition C5H27NO9 in a non-equilibrium geometry, from the OMol25 dataset.

```
42
Properties=species:S:1:pos:R:3
C 1.45 0.79 1.30
O 2.79 0.35 1.24
C 0.89 0.81 -0.12
C -0.55 1.30 -0.22
C -1.70 0.51 0.47
C -1.71 -0.98 0.26
O -1.88 -1.47 -1.07
N 1.81 1.58 -0.96
H 0.97 0.00 1.93
H 1.51 1.79 1.79
H 2.91 -0.61 1.05
H 0.70 -0.21 -0.61
H -1.01 1.32 -1.21
H -0.49 2.27 0.27
H -2.69 0.90 0.22
H -1.59 0.71 1.55
H -2.58 -1.45 0.72
H -0.81 -1.50 0.64
H -1.58 -0.89 -1.77
H 2.61 1.80 -0.34
H 1.35 2.46 -1.26
H 4.12 0.34 -1.42
H 2.78 -0.27 -1.43
O 3.71 -0.53 -1.50
H 2.62 -2.62 -0.28
H 1.48 -2.67 0.76
O 2.28 -2.19 0.52
H -1.31 3.43 -1.89
H -1.18 4.62 -0.93
O -0.71 4.13 -1.62
H 0.27 -0.19 -4.15
H 0.32 0.32 -2.63
O -0.24 0.12 -3.39
H 0.73 -3.95 2.13
H -0.71 -3.44 2.25
O 0.21 -3.15 2.24
H -0.62 -1.91 3.46
H -1.06 -0.91 4.65
O -1.32 -1.38 3.86
H -3.60 0.86 -1.87
H -3.90 -0.49 -1.26
O -4.28 0.39 -1.38
```

max |F|: 3.76 eV/Å
LUMO energy (spin up / spin down): -0.105 / -0.327 hartree
highest occupied orbital energy (spin up / spin down): -13.6 / -13.6 eV
total charge: +1
spin multiplicity: 2
relative energy (zero: lowest compared OMol25 entry of this formula, charge and spin): 1.403 eV

Record 10
The following is a quantum chemistry calculation of 9 unconnected molecules or ions with the total composition C5H27NO9S in a non-equilibrium geometry, from the OMol25 dataset.

```
43
Properties=species:S:1:pos:R:3
C 2.38 -1.66 0.27
C 1.71 -0.28 0.23
N 0.29 -0.43 -0.09
C -0.34 0.80 -0.64
C -0.55 1.84 0.50
O 0.32 2.67 0.72
C -1.69 0.43 -1.25
S -2.48 1.86 -2.03
H 2.30 -2.13 -0.70
H 1.92 -2.28 1.03
H 3.44 -1.57 0.50
H 2.24 0.34 -0.50
H 1.89 0.20 1.20
H -0.26 -0.72 0.73
H 0.34 1.23 -1.38
H -1.49 1.78 1.05
H -1.54 -0.38 -1.95
H -2.34 0.07 -0.44
H -1.61 2.05 -3.02
O 0.00 -1.51 3.65
H 0.92 -1.22 3.74
H 0.09 -2.35 3.15
O 1.69 0.19 -3.01
H 1.27 -0.37 -2.34
H 2.47 -0.26 -3.35
O -1.71 -0.24 1.95
H -2.30 -0.96 1.63
H -1.22 -0.63 2.71
O -0.68 -3.13 -0.47
H -0.23 -2.27 -0.67
H -0.55 -3.63 -1.28
O 3.13 2.61 0.78
H 3.30 3.04 -0.07
H 2.17 2.67 0.92
O 0.26 -3.72 2.03
H 0.89 -4.44 1.93
H -0.13 -3.59 1.14
O -2.99 -2.39 0.78
H -3.72 -2.37 0.16
H -2.20 -2.77 0.37
O 2.38 3.33 -1.78
H 2.36 2.52 -2.32
H 1.59 3.38 -1.23
```

max |F|: 1.40 eV/Å
LUMO energy: -0.010 hartree
highest occupied orbital energy: -9.3 eV
SMILES: CCN[C@H](C=O)CS.O.O.O.O.O.O.O.O
relative energy (zero: lowest compared OMol25 entry of this formula, charge and spin): 0.000 eV

Record 11
The following is a quantum chemistry calculation of 9 unconnected molecules or ions with the total composition C5H28N2O9 in a non-equilibrium geometry, from the OMol25 dataset.

```
44
Properties=species:S:1:pos:R:3
C 0.47 -0.46 -2.88
C -0.25 -0.95 -1.68
N -0.99 -2.19 -1.87
C 0.74 -1.06 -0.48
C 0.92 0.37 0.24
C 0.23 0.17 1.57
N 0.95 -0.19 2.68
O -0.98 0.23 1.67
H 0.97 -1.21 -3.56
H -0.15 0.12 -3.52
H 1.32 0.28 -2.67
H -1.04 -0.13 -1.46
H -1.87 -2.13 -2.34
H -0.40 -3.01 -1.99
H 1.69 -1.44 -0.85
H 0.47 -1.78 0.25
H 0.53 1.29 -0.21
H 2.00 0.43 0.29
H 1.99 0.00 2.65
H 0.62 0.03 3.61
O 0.83 2.68 -2.48
H -0.01 2.38 -2.09
H 0.42 2.86 -3.36
O 1.81 3.54 0.51
H 2.13 3.50 -0.39
H 1.25 4.31 0.65
O -2.39 -3.29 0.40
H -3.23 -3.24 -0.06
H -1.82 -2.52 0.15
O 3.05 -2.69 0.88
H 3.86 -3.04 0.52
H 2.98 -3.02 1.78
O -2.82 2.81 2.84
H -2.14 3.36 3.22
H -2.54 1.85 2.81
O -0.22 3.07 2.40
H 0.54 3.24 1.84
H -0.94 2.96 1.74
O -1.92 2.33 0.25
H -2.77 2.76 0.20
H -1.79 1.64 0.91
O -0.67 -4.83 -1.08
H 0.20 -4.83 -0.65
H -1.05 -4.16 -0.42
```

max |F|: 3.67 eV/Å
LUMO energy: 0.010 hartree
highest occupied orbital energy: -8.8 eV
SMILES: C[C@@H](N)CCC(N)=O.O.O.O.O.O.O.O.O
relative energy (zero: lowest compared OMol25 entry of this formula, charge and spin): 3.263 eV

Record 12
The following is a quantum chemistry calculation of 9 unconnected molecules or ions with the total composition C5H28N2O9 in a non-equilibrium geometry, from the OMol25 dataset.

```
44
Properties=species:S:1:pos:R:3
C 0.95 -2.83 0.53
C 0.87 -2.60 -0.94
C 1.59 -1.34 -1.36
C -0.61 -2.45 -1.39
N -1.00 -2.54 -2.78
C -1.04 -1.19 -0.65
N -1.86 -1.55 0.43
O -1.16 -0.01 -0.93
H 1.82 -2.46 0.94
H 0.77 -3.76 0.84
H 0.09 -2.39 1.18
H 1.39 -3.44 -1.42
H 2.59 -1.65 -1.55
H 1.35 -0.98 -2.44
H 1.38 -0.57 -0.63
H -1.18 -3.44 -1.06
H -0.80 -1.68 -3.33
H -0.66 -3.32 -3.38
H -1.79 -2.48 0.79
H -2.62 -0.94 0.76
O 2.41 1.47 -1.01
H 2.03 0.69 -0.55
H 3.32 1.13 -1.35
O 1.37 1.76 -3.38
H 1.68 1.38 -2.63
H 0.50 1.99 -3.28
O 0.90 2.71 0.95
H 1.80 2.31 1.03
H 0.65 2.97 0.05
O -2.18 1.00 1.46
H -2.14 1.52 0.66
H -1.45 0.50 1.41
O -1.91 2.48 -1.85
H -1.69 2.44 -2.80
H -2.07 1.56 -1.78
O -1.04 3.01 2.92
H -1.13 3.86 2.57
H -0.57 2.42 2.24
O 1.71 0.72 3.04
H 2.46 1.19 3.43
H 1.03 1.25 3.33
O -2.09 0.86 4.17
H -2.29 1.10 3.31
H -1.36 1.34 4.44
```

max |F|: 6.24 eV/Å
LUMO energy: 0.008 hartree
highest occupied orbital energy: -9.7 eV
SMILES: CC(C)[C@H](N)C(N)=O.O.O.O.O.O.O.O.O
relative energy (zero: lowest compared OMol25 entry of this formula, charge and spin): 5.629 eV